{"formula": "C5H11NO2", "method": "ωB97M-V with the def2-TZVPD basis set", "elements": ["C", "C", "N", "C", "C", "C", "O", "H", "H", "H", "H", "H", "H", "H", "H", "H", "O", "H", "H"], "coordinates": [[0.32536, -0.37220, -1.32758], [0.05179, -0.07028, -0.05987], [0.95179, -0.34065, 0.99157], [-1.32045, 0.28532, 0.47720], [-2.30257, 0.81335, -0.57089], [-3.08368, -0.37205, -1.13526], [-4.17155, -0.35031, -1.64567], [1.31015, -0.50618, -1.75945], [-0.40042, -0.31057, -2.11918], [1.84810, -0.66878, 0.65736], [1.10126, 0.41026, 1.65463], [-1.10936, 1.15461, 1.09629], [-1.74469, -0.48030, 1.09644], [-1.77938, 1.21113, -1.44262], [-3.02138, 1.51034, -0.13442], [-2.56268, -1.35197, -1.03364], [5.07565, -0.46962, 1.75367], [6.02057, -0.53131, 1.89805], [4.81150, 0.43920, 1.60337]], "atomic_forces_ev_per_a": [[0.1, 0.7, -0.7], [-0.3, -1.4, 0.5], [0.4, 0.3, -0.3], [0.8, 1.9, -1.0], [-0.7, -1.5, -0.2], [0.0, -0.3, 0.1], [0.1, 0.4, 0.1], [0.2, -0.3, 0.6], [-0.5, 0.0, 0.1], [0.0, 0.0, 0.0], [-0.3, 0.0, 0.0], [-0.1, 0.0, 0.6], [-0.1, -0.5, 0.3], [0.0, 0.5, 0.2], [0.2, 0.1, -0.3], [0.1, 0.1, 0.0], [-0.6, -0.5, 0.0], [0.1, 0.4, 0.0], [0.4, 0.2, 0.0]], "relative_energy_ev": 1.925, "smiles": "C=C(N)CCC=O.O", "e_lumo_ha": 0.0212}